No. 1
Computed, not measured: C28H49GeIN6O2Ti as an isolated structure in a non-equilibrium geometry, with the ωB97M-V functional and the def2-TZVPD basis.

F_max ... 1.15 eV/A
Gap between HOMO and LUMO (spin up / spin down) ... 6.08 / 6.07 eV
ΔE to the lowest compared entry with this formula, charge and spin ... 0.021 eV
HOMO energy (spin up / spin down) ... -0.5874 / -0.5880 Eh
LUMO energy (spin up / spin down) ... -9.903 / -9.934 eV
<S²> ... 0.753
Energy ... -130576.492 eV

```
! wB97M-V def2-TZVPD RIJCOSX def2/J DEFGRID3
* xyz 3 2
H -0.018 -2.834 4.580
H -2.592 2.026 -0.973
C -0.006 -3.529 1.399
H -3.408 0.956 -3.397
N -1.984 -1.165 3.830
H 5.408 2.386 0.264
C -0.325 4.224 2.166
H 3.109 2.718 0.834
H -2.461 -3.018 4.800
H 5.190 3.168 -2.099
C -4.478 0.347 -1.637
C 0.385 4.804 1.118
C -5.096 -1.487 0.357
H 1.898 -1.889 1.825
C 2.122 -0.483 -3.139
C -4.246 1.305 -2.784
C 4.735 1.889 -0.437
Ti -1.203 -0.586 1.810
C -0.969 3.009 1.977
H 4.810 0.820 -0.187
C 1.384 -2.075 2.769
H -0.554 -4.213 3.651
O -3.953 2.623 -2.328
C 0.180 -2.877 0.048
C 5.194 2.098 -1.878
H 0.061 -3.617 -0.744
N 0.627 0.265 2.955
H -5.128 1.296 -3.423
N -0.821 -1.791 -0.054
C -2.519 1.131 -0.356
H 2.176 0.289 -5.143
H -0.405 4.740 3.113
C -5.474 -2.454 1.436
H -4.717 -3.231 1.558
H 0.926 4.658 -0.950
H 6.883 1.686 -3.167
O -3.052 -1.015 1.445
C 1.813 -0.606 -4.633
H 0.330 0.610 -2.489
C 2.444 -1.850 -5.244
N -1.591 1.112 0.565
H -5.585 -1.941 2.394
H 1.618 1.649 -3.086
H 1.264 0.845 2.415
C 6.575 1.514 -2.137
N -5.918 -1.297 -0.648
H 0.727 -0.625 -4.768
H -2.937 -0.806 3.829
C -0.605 -3.125 3.710
C 1.408 -0.818 3.615
H -4.615 3.239 -2.656
H 0.258 0.902 3.658
C -0.893 2.346 0.754
H 7.319 1.977 -1.488
H 1.815 -1.400 -2.623
H 3.210 -0.409 -3.013
Ge 2.170 0.997 -0.767
H -1.554 -0.812 4.682
H 4.465 1.646 -2.569
H 6.595 0.438 -1.956
C -5.615 -0.422 -1.623
H -2.657 -2.981 3.048
H 0.862 5.763 1.267
H 3.528 -1.841 -5.125
H 1.175 -2.444 -0.058
H 2.441 -0.512 3.784
H -0.233 2.491 -1.280
H -6.420 -2.923 1.180
C 3.302 2.435 -0.201
H -0.971 -4.040 1.423
I -2.247 2.288 3.476
H 2.362 -0.325 0.005
C 0.430 4.179 -0.116
H -0.688 -1.260 -0.911
N -0.006 -2.510 2.482
H 1.930 -2.876 3.277
C -0.198 2.949 -0.297
C -3.560 0.163 -0.566
C 1.415 0.737 -2.518
H -6.349 -0.335 -2.415
H -1.746 -2.211 -0.159
H 3.101 3.298 -0.835
C -2.026 -2.646 3.872
H 2.057 -2.760 -4.782
H 0.765 -4.284 1.578
H 0.979 -0.997 4.600
C -3.861 -0.793 0.419
H 2.231 -1.904 -6.310
*
```

***

No. 2
Computed, not measured: CH3BrCl2Si as an isolated structure in a non-equilibrium geometry, with the ωB97M-V functional and the def2-TZVPD basis.

F_max ... 3.56 eV/A
Gap between HOMO and LUMO (spin up / spin down) ... 8.22 / 6.15 eV
ΔE to the lowest compared entry with this formula, charge and spin ... 4.502 eV
HOMO energy (spin up / spin down) ... -0.3186 / -0.2542 Eh
LUMO energy (spin up / spin down) ... -0.445 / -0.769 eV
Energy ... -104048.729 eV

```
! wB97M-V def2-TZVPD RIJCOSX def2/J DEFGRID3
* xyz 0 1
H 0.236 1.035 2.230
C 1.065 0.097 -2.359
Si -0.803 0.016 1.830
H 0.927 -0.995 -2.739
H 2.204 0.180 -1.969
Cl -0.934 -1.969 2.154
Cl -2.616 1.000 1.792
Br -0.079 0.636 -0.941
*
```

***

No. 3
Computed, not measured: a 5-piece molecular cluster, C24H64N5O8 overall in a non-equilibrium geometry, with the ωB97M-V functional and the def2-TZVPD basis.

F_max ... 18.87 eV/A
Gap between HOMO and LUMO ... 9.32 eV
ΔE to the lowest compared entry with this formula, charge and spin ... 4.225 eV
HOMO energy ... -0.4156 Eh
LUMO energy ... -1.989 eV
Energy ... -49728.352 eV

```
! wB97M-V def2-TZVPD RIJCOSX def2/J DEFGRID3
* xyz 1 1
H -7.932 32.052 -20.593
H -15.075 31.458 -18.853
H -18.140 28.599 -20.453
H -6.024 34.986 -24.314
H -9.947 33.841 -18.413
C -13.142 32.957 -18.178
O -16.166 28.581 -21.107
H -4.834 36.376 -20.467
H -17.630 27.230 -21.477
C -6.429 35.613 -21.089
H -3.668 41.144 -22.267
H -15.287 28.910 -19.252
H -11.771 36.112 -17.694
H -13.470 37.996 -20.006
O -8.509 36.192 -18.261
H -13.952 33.390 -17.578
H -9.432 29.834 -13.937
C -4.438 38.662 -21.989
H -12.630 31.892 -19.904
H -8.356 34.905 -22.405
C -9.571 29.776 -15.063
H -13.281 34.984 -16.954
H -7.206 33.081 -15.210
H -13.790 33.200 -19.990
C -17.362 27.927 -20.857
C -13.424 32.334 -19.495
N -9.417 33.445 -19.102
C -7.670 36.361 -17.128
C -13.982 37.281 -20.688
H -9.641 35.281 -24.524
H -7.616 36.079 -24.816
C -3.535 40.373 -23.201
H -7.710 32.309 -16.783
H -4.658 36.636 -22.874
H -8.292 36.773 -16.337
H -12.516 32.243 -17.615
C -6.995 35.019 -24.904
C -12.076 35.779 -21.060
C -8.820 37.281 -19.050
C -9.085 34.279 -24.183
C -6.584 34.967 -19.728
H -9.951 33.771 -24.737
H -6.418 32.064 -19.538
C -12.270 35.150 -17.337
C -5.186 37.323 -22.182
H -11.644 36.229 -20.016
H -3.268 38.615 -21.644
H -7.053 34.440 -17.707
H -8.776 37.192 -20.034
H -4.927 39.332 -21.237
C -7.123 32.735 -20.270
H -7.096 35.719 -19.094
H -11.722 34.620 -16.626
H -6.146 34.753 -21.843
H -8.434 33.371 -22.333
O -7.662 33.913 -19.719
H -9.719 37.645 -18.752
H -2.435 39.789 -22.988
H -8.653 34.772 -15.281
C -8.076 32.942 -15.955
O -7.900 33.910 -24.733
H -15.271 31.140 -21.128
C -9.111 34.178 -22.764
O -4.471 39.309 -23.175
N -14.272 31.199 -19.265
H -8.249 37.961 -18.820
H -14.500 38.057 -21.081
H -6.183 37.496 -22.803
N -10.233 34.294 -21.938
H -12.564 34.910 -20.545
C -15.770 29.454 -19.945
H -17.223 27.141 -20.106
H -9.013 28.852 -15.299
C -7.316 34.943 -16.775
C -14.789 30.455 -20.515
H -9.978 32.249 -16.322
H -6.654 32.648 -21.244
N -5.535 36.710 -20.855
H -5.723 34.608 -19.201
H -9.470 32.255 -14.443
H -10.094 32.923 -19.606
H -16.574 29.649 -19.506
H -14.590 36.372 -20.324
O -13.104 36.722 -21.655
N -8.487 34.307 -16.211
H -10.525 29.874 -15.209
C -9.314 32.054 -15.545
H -14.021 29.840 -20.943
H -8.767 32.822 -18.943
H -7.408 35.967 -21.498
O -8.717 30.804 -15.591
H -9.228 33.989 -19.669
O -12.236 34.169 -18.532
C -11.079 35.535 -22.195
H -10.523 36.405 -22.091
H -6.579 35.082 -25.892
H -10.968 33.491 -22.308
H -3.438 40.637 -24.229
H -11.432 35.448 -23.152
H -6.707 36.948 -17.494
H -6.589 34.945 -15.936
*
```

***

No. 4
Computed, not measured: one molecule with the formula C7H12 in a non-equilibrium geometry, with the ωB97M-V functional and the def2-TZVPD basis.

F_max ... 4.48 eV/A
Gap between HOMO and LUMO ... 10.24 eV
ΔE to the lowest compared entry with this formula, charge and spin ... 2.885 eV
HOMO energy ... -0.3375 Eh
SMILES ... CC#CCCCC
LUMO energy ... 1.062 eV
Energy ... -7450.546 eV

```
! wB97M-V def2-TZVPD RIJCOSX def2/J DEFGRID3
* xyz 0 1
H 0.353 -0.273 -2.416
H 3.485 -0.511 1.966
H -3.159 0.145 1.199
C 2.437 -0.279 0.116
C -1.996 -0.032 -0.650
C 1.716 -0.629 -0.787
C -0.505 -0.099 -0.443
H 3.716 1.068 1.177
H -0.376 -0.577 0.535
H -1.301 0.925 1.361
C 3.004 0.256 1.353
H -2.423 -1.044 -0.746
C -2.406 0.731 0.643
H -2.232 0.487 -1.594
H -0.182 0.940 -0.303
H 0.114 -1.822 -1.580
H 2.161 0.665 1.926
C 0.409 -0.776 -1.445
H -2.909 1.675 0.361
*
```

***

No. 5
Computed, not measured: a 7-piece molecular cluster, C25H44N2O15 overall in a non-equilibrium geometry, with the ωB97M-V functional and the def2-TZVPD basis.

F_max ... 9.50 eV/A
Gap between HOMO and LUMO ... 10.16 eV
ΔE to the lowest compared entry with this formula, charge and spin ... 1.384 eV
HOMO energy ... -0.3692 Eh
SMILES ... C[C@H]1COC(=O)O1.C[C@H]1COC(=O)O1.COC(=O)OC.COC(=O)OC.COC(=O)OC.CCCC#N.CCCC#N
LUMO energy ... 0.111 eV
Energy ... -60325.461 eV

```
! wB97M-V def2-TZVPD RIJCOSX def2/J DEFGRID3
* xyz 0 1
H -1.916 3.247 3.367
N 0.846 3.447 -1.289
H -1.055 3.439 0.798
O 2.674 1.153 4.522
O 1.001 -4.473 -3.200
H 4.653 -2.132 0.106
O 2.274 -3.451 -1.405
H -5.844 1.169 -0.187
C -2.380 -2.848 -3.306
C 1.076 -0.608 -2.688
H 2.970 2.566 1.058
C -2.492 -1.861 -4.536
N -4.790 -2.205 -5.811
O 4.795 -0.966 2.388
C 5.747 1.566 3.017
H 1.942 -5.052 -4.802
H -4.117 -4.004 -3.637
H 1.916 0.553 -0.353
H 0.410 0.941 0.394
C 4.070 -1.261 -0.239
O -2.209 1.349 1.587
H 2.950 -4.100 -3.833
H -3.261 -1.849 -0.885
C 0.197 -0.015 -1.574
H 2.021 -0.904 -2.265
H 1.733 -0.750 4.643
C -3.709 -3.428 -2.824
H -0.705 0.351 -1.982
H 5.379 2.553 3.350
C 1.056 -3.944 -2.022
O -3.716 6.475 2.083
O 2.487 2.740 3.072
H 3.071 -1.481 0.088
H -4.457 -2.717 -2.569
O -2.486 4.918 0.996
C 0.943 2.324 -1.002
C 2.315 1.419 3.309
H 5.235 0.991 3.698
H -5.916 -0.142 -1.226
C -0.231 -3.337 -0.013
H 6.853 1.696 3.169
H -5.001 -1.598 0.757
H 1.374 3.109 1.287
C 0.901 0.930 -0.611
O 4.477 0.006 0.231
C -4.613 -0.659 0.379
C -1.128 4.483 1.018
O -2.462 -0.028 -0.112
O -1.678 5.841 2.806
C -2.815 0.487 0.985
H -3.746 -0.305 -1.574
C -3.456 -0.827 -0.624
H -1.648 -3.670 -3.525
H 0.079 -4.150 0.601
C 4.942 0.088 1.423
H 0.261 5.217 2.524
C -0.741 4.830 2.448
O -0.131 -3.723 -1.409
C 2.199 -4.883 -3.809
C -5.807 0.059 -0.178
H 3.461 -0.741 4.774
H 2.722 -5.748 -3.343
H 0.314 -2.365 0.165
C -2.708 5.791 1.980
H -1.281 -3.033 0.211
H -0.048 -0.810 -0.928
C 2.375 3.150 1.732
H -2.535 -0.871 -4.221
H -1.849 -2.293 -2.513
H 0.558 -1.398 -3.256
H -0.544 3.843 4.397
H -0.530 5.092 0.314
O -3.982 0.097 1.413
H 1.324 0.290 -3.306
H -1.648 -1.984 -5.167
O 1.805 0.459 2.431
H 4.040 -1.329 -1.364
C 2.556 -0.126 5.038
C -0.853 3.622 3.383
H -0.240 2.776 3.135
H -3.558 -4.117 -1.963
H 2.452 0.050 6.067
C -3.768 -2.047 -5.283
H -6.691 -0.258 0.444
H 2.817 4.133 1.550
O 5.452 1.267 1.682
*
```

***

No. 6
Computed, not measured: a 7-piece molecular cluster, C28H35N7 overall in a non-equilibrium geometry, with the ωB97M-V functional and the def2-TZVPD basis.

F_max ... 13.28 eV/A
Gap between HOMO and LUMO ... 7.81 eV
ΔE to the lowest compared entry with this formula, charge and spin ... 16.723 eV
HOMO energy ... -0.2622 Eh
SMILES ... c1cc[nH]c1.c1cc[nH]c1.c1cc[nH]c1.c1cc[nH]c1.c1cc[nH]c1.c1cc[nH]c1.c1cc[nH]c1
LUMO energy ... 0.676 eV
Energy ... -40016.159 eV

```
! wB97M-V def2-TZVPD RIJCOSX def2/J DEFGRID3
* xyz 0 1
H 12.052 36.844 12.123
H 12.539 42.926 15.830
H 14.685 36.682 6.666
H 22.071 40.913 9.430
H 22.957 41.070 6.899
C 11.756 37.628 12.551
H 18.642 40.261 6.279
H 11.305 39.459 11.216
H 16.807 39.049 3.602
H 15.727 40.018 7.788
H 9.759 40.432 13.321
C 15.389 39.629 11.206
N 19.027 39.238 12.914
C 19.708 38.455 11.943
H 13.684 40.492 9.712
H 17.154 38.237 11.470
C 14.207 42.278 12.980
H 14.159 44.181 14.447
H 13.339 36.627 4.493
C 14.688 40.108 9.926
C 15.746 39.790 8.887
N 16.540 38.892 10.877
N 22.007 40.678 7.178
C 18.247 38.459 13.785
N 12.882 42.494 14.995
H 14.940 41.742 7.928
C 13.593 43.541 7.919
H 11.699 36.605 14.415
H 12.954 43.432 6.990
C 14.831 42.663 8.409
C 18.272 37.005 13.234
H 14.745 37.766 2.505
C 19.849 40.485 8.136
N 11.223 37.371 13.864
H 10.284 38.474 15.394
C 14.398 44.458 9.922
N 13.505 44.527 8.894
H 14.928 42.248 12.238
H 19.662 36.260 11.352
C 21.097 40.613 6.154
C 10.385 39.444 13.379
H 17.611 36.185 13.514
H 11.919 40.660 15.339
C 19.278 36.902 12.002
H 15.109 39.895 12.267
N 14.906 37.201 5.827
H 17.684 38.308 9.141
H 12.746 45.404 8.856
H 20.552 38.950 11.263
C 14.183 37.101 4.613
C 13.260 41.118 13.187
C 15.286 43.252 9.735
H 21.508 40.587 5.180
H 13.289 40.164 12.524
C 12.627 41.210 14.575
C 16.796 38.806 9.558
H 16.721 37.938 6.558
H 16.183 43.105 10.164
C 11.233 39.014 12.166
H 19.218 40.256 12.971
C 13.885 43.159 14.183
H 19.181 40.497 8.927
H 17.740 38.856 14.728
H 14.312 45.291 10.523
C 19.713 40.423 6.726
C 16.170 38.453 4.150
C 21.442 40.701 8.552
C 16.101 37.922 5.537
C 10.526 38.387 14.390
C 14.995 37.795 3.541
*
```

***

No. 7
Computed, not measured: a 3-piece molecular cluster, C30H59Cl2N4O6 overall in a non-equilibrium geometry, with the ωB97M-V functional and the def2-TZVPD basis.

F_max ... 8.89 eV/A
Gap between HOMO and LUMO (spin up / spin down) ... 7.33 / 7.87 eV
HOMO energy (spin up / spin down) ... -0.3878 / -0.4078 Eh
LUMO energy (spin up / spin down) ... -3.222 / -3.226 eV
<S²> ... 2.010
Energy ... -75336.574 eV

```
! wB97M-V def2-TZVPD RIJCOSX def2/J DEFGRID3
* xyz 1 3
H 5.557 5.126 -4.190
H -3.096 -4.743 2.231
O 3.344 1.804 -2.856
H 4.686 -0.875 0.596
H -6.467 -3.360 5.529
H 3.908 2.245 -6.772
H -8.257 -5.291 3.812
H -0.414 2.790 0.672
H 2.202 3.854 -1.744
H 5.242 0.312 -5.774
N -0.638 1.771 0.470
O 0.440 1.080 0.933
H -7.511 -3.061 4.152
C 3.802 -1.188 1.299
C 2.843 4.460 -4.329
H 1.855 4.042 -4.087
H -4.697 -1.354 2.196
N 2.629 -0.253 1.117
H 4.170 0.023 -4.421
H 2.086 -1.310 3.602
H 3.388 -1.130 4.966
Cl -4.529 1.704 2.535
C 4.701 2.177 -4.734
O 0.257 -1.788 -0.128
C 5.077 5.017 -3.220
H -3.613 3.438 -0.482
H -4.164 -2.625 0.048
H -5.195 -5.570 5.642
H 2.771 0.937 3.049
O 2.083 -1.876 -1.835
C -5.402 -2.152 2.465
C -1.846 1.415 1.307
H -4.598 -6.266 4.136
H 5.833 4.682 -2.499
H 0.396 0.029 -3.130
H -2.140 4.110 0.499
C -1.378 0.218 -1.563
H 2.668 0.018 0.088
H 3.811 4.014 -1.008
H -3.864 4.453 1.180
H 6.450 2.224 -6.070
H 5.875 0.414 -4.125
C 3.178 4.345 -1.840
C 0.735 -1.481 -1.337
H 5.217 -2.986 3.740
H 3.716 1.687 1.528
H 3.425 -2.263 0.945
H 3.083 -2.838 4.225
H -2.746 -3.078 1.775
C 5.007 0.647 -4.757
Cl -1.703 -0.189 2.298
H -7.396 -5.829 5.241
H -5.749 -3.345 -0.141
C -4.898 -3.516 1.924
H 4.783 6.032 -2.927
C -0.220 -0.656 -2.386
C -3.098 2.209 1.442
H -2.210 0.454 -2.386
C -5.588 -2.160 3.980
H 2.349 4.154 -6.394
N -5.764 -4.656 2.381
C -4.786 -3.469 0.368
C -7.291 -5.677 4.160
H -4.622 -2.214 4.492
C 3.586 2.515 -5.758
H 2.993 5.418 -1.705
C -6.107 -4.701 3.840
H -6.041 -1.218 4.293
H 2.714 5.550 -4.341
H 0.986 2.374 2.547
C -3.420 -3.708 2.370
C -4.916 -5.328 4.609
H 5.931 3.816 -5.623
C -6.478 -3.314 4.432
C 2.785 1.050 1.867
H 6.791 2.808 -4.443
H 2.505 -1.003 -2.113
O 5.243 -2.539 2.843
H 4.013 4.611 -6.136
H -6.355 -1.883 1.990
H -0.784 -1.452 -3.068
H -1.526 2.537 -1.437
H -4.049 -4.677 4.690
C 1.440 1.983 1.525
C -3.218 3.645 0.603
H 2.690 1.912 -5.557
N 4.356 2.651 -3.350
H -4.317 -4.385 -0.016
H -1.897 -0.456 -0.760
O -6.977 -4.575 1.669
C 6.035 2.801 -5.234
H 0.230 1.836 -1.521
H 5.004 -0.430 3.139
H -7.131 -6.661 3.704
C 3.204 3.993 -5.735
H -3.228 -3.419 3.405
C 4.326 -1.365 2.841
H 1.757 2.885 0.851
C 3.858 4.059 -3.223
C -0.836 1.667 -1.025
C 3.147 -1.682 3.936
*
```